Entry one
Entry from the Open Molecules 2025 dataset: C45H41BiN2O8Se2 as an isolated structure (ωB97M-V with the def2-TZVPD basis set).

Cartesian coordinates (Å):
Bi  -0.73405  0.21532  -0.63728
O  1.27475  0.88614  -1.22746
C  2.58203  0.54121  -1.62170
C  3.12497  -0.67668  -0.72829
C  3.30621  -0.24803  0.70686
C  4.60385  -0.02970  1.21792
C  4.61434  0.49408  2.52333
C  3.40164  0.73704  3.22628
C  2.15912  0.65809  2.49211
C  0.95012  1.42997  2.86230
C  -0.54166  0.89237  2.70267
O  -1.06558  0.85510  1.42555
C  -1.39510  2.01142  3.34826
C  -1.65598  3.20102  2.61336
C  -2.44736  4.21688  3.14692
C  -3.00752  4.09289  4.38545
C  -2.63376  2.95849  5.14330
C  -2.00630  1.89854  4.57389
C  -0.77919  -0.46052  3.42385
C  0.07580  -1.01702  4.36371
C  -0.12781  -2.33774  4.87547
C  -1.25991  -3.00078  4.54904
C  -2.20536  -2.40309  3.75411
C  -1.94322  -1.17523  3.22341
N  2.14978  0.00256  1.33522
C  2.56817  -0.02560  -3.09684
C  2.67918  0.68456  -4.30531
C  2.40463  0.13650  -5.56747
C  2.24579  -1.26995  -5.70904
C  2.08875  -2.00976  -4.55304
C  2.25787  -1.41999  -3.27795
C  3.52938  1.72788  -1.45377
C  4.80709  1.66316  -2.01331
C  5.68983  2.73392  -1.85889
C  5.24507  3.89212  -1.22409
C  3.97395  3.97206  -0.66155
C  3.16310  2.83609  -0.69633
H  4.09263  -0.95420  -1.13668
H  2.35035  -1.45041  -0.77810
H  5.51197  -0.34399  0.73799
H  5.54685  0.63438  3.08882
H  3.34609  0.93274  4.27484
H  1.01681  2.42268  2.45526
H  1.04998  1.66109  3.96545
H  -1.25684  3.31151  1.59531
H  -2.57988  5.12705  2.58720
H  -3.59815  4.88848  4.86965
H  -2.86166  2.85707  6.20146
H  -1.86234  0.93310  5.08659
H  0.92219  -0.51389  4.81794
H  0.55840  -2.72109  5.64237
H  -1.44372  -4.01249  4.92365
H  -3.14598  -2.93446  3.56200
H  -2.65466  -0.73902  2.57300
H  3.07676  1.67485  -4.20117
H  2.25360  0.81039  -6.41036
H  2.20403  -1.68934  -6.73786
H  1.90021  -3.06221  -4.60298
H  2.14138  -2.10040  -2.44857
H  5.03367  0.83505  -2.67873
H  6.74437  2.75304  -2.13476
H  5.92712  4.71865  -1.11246
H  3.72528  4.86978  -0.10809
H  2.17536  2.89431  -0.23438
O  0.19105  -7.72997  -3.73115
C  0.77313  -6.52791  -3.43136
O  1.79401  -6.11813  -4.04156
C  0.18766  -5.95253  -2.19358
C  -0.65197  -6.82424  -1.50584
C  -1.23907  -6.34712  -0.33504
C  -0.90964  -5.05781  0.09319
C  -0.04687  -4.21554  -0.67642
N  0.53411  -4.72067  -1.80888
C  -0.16054  -2.74235  -0.43035
O  -0.61969  -2.32452  0.68112
O  0.11896  -1.93872  -1.43888
H  0.67745  -8.12782  -4.52453
H  -0.93787  -7.74802  -1.98758
H  -1.86848  -6.98666  0.30274
H  -1.29469  -4.65706  1.01896
O  -6.79130  2.55950  -1.09513
C  -5.69568  2.74185  -1.97245
C  -4.38490  2.03128  -1.50010
C  -3.85368  2.60009  -0.11293
O  -3.54403  3.94993  -0.14219
C  -3.33689  2.06173  -2.63792
Se  -1.50675  2.71310  -2.22512
C  -4.76251  0.51069  -1.34259
Se  -3.46889  -0.98250  -1.14875
H  -7.06989  3.42616  -0.80356
H  -5.51679  3.81724  -2.13088
H  -5.88962  2.24741  -2.94566
H  -3.00488  1.93784  0.17798
H  -4.69805  2.50909  0.58270
H  -2.66022  4.04868  -0.53704
H  -3.65156  2.72261  -3.47153
H  -3.21797  1.07155  -3.05527
H  -5.32133  0.25430  -2.23033
H  -5.43902  0.33254  -0.45810

## Properties
- charge = -2
- HOMO level (eV) = -1.384
- frontier orbital gap (eV) = 4.959

Here are the Mulliken charges for atoms 1 to 6, given in e: number 1, Bi, carries 1.866; number 2, O, carries -1.122; number 3, C, carries 2.418; number 4, C, carries -0.486; number 5, C, carries -0.579; number 6, C, carries -0.964

=====

Entry two
Entry from the Open Molecules 2025 dataset: C45H41BiN2O8Se2 as an isolated structure (ωB97M-V with the def2-TZVPD basis set).

Cartesian coordinates (Å):
Bi  -0.10589  -0.83537  -0.14391
O  -1.05198  0.54569  1.27498
C  -2.00893  1.55458  1.51155
C  -3.02873  1.57113  0.38072
C  -2.50332  1.92012  -0.99174
C  -3.44816  1.95383  -2.05070
C  -2.94484  2.15052  -3.32791
C  -1.58802  2.27845  -3.50573
C  -0.72184  2.26783  -2.39453
C  0.76536  2.43664  -2.48989
C  1.62828  1.13680  -2.56627
O  1.32602  0.33177  -1.42045
C  3.11135  1.45714  -2.46268
C  3.58111  2.21669  -1.36371
C  4.90645  2.47283  -1.16582
C  5.85765  1.79045  -1.91098
C  5.46007  0.93187  -2.93248
C  4.11751  0.88719  -3.24047
C  1.27883  0.39490  -3.88122
C  1.30652  1.11289  -5.10998
C  1.00925  0.40033  -6.32243
C  0.49864  -0.87865  -6.28669
C  0.64847  -1.62251  -5.12142
C  1.00264  -1.03358  -3.92832
N  -1.22549  2.09895  -1.22538
C  -2.84867  1.34546  2.83794
C  -2.17396  1.42186  4.00862
C  -2.87121  1.58678  5.24904
C  -4.24346  1.56177  5.23095
C  -4.95914  1.36649  4.03922
C  -4.25561  1.24468  2.84164
C  -1.20802  2.94406  1.71758
C  -1.65473  4.15327  1.18466
C  -0.77978  5.27585  1.07578
C  0.47119  5.15984  1.70591
C  0.91562  3.98759  2.33634
C  0.03056  2.93488  2.38086
H  -3.84944  2.33294  0.72237
H  -3.50363  0.61525  0.31396
H  -4.53940  1.87957  -1.80199
H  -3.57992  1.97672  -4.20337
H  -1.22182  2.42218  -4.46711
H  1.07222  2.90994  -1.49973
H  0.98221  3.04747  -3.40468
H  2.84858  2.62573  -0.64846
H  5.20968  3.18577  -0.31429
H  6.90985  1.90090  -1.63178
H  6.12540  0.33270  -3.52130
H  3.85305  0.36919  -4.16668
H  1.62491  2.17221  -5.15630
H  1.14846  0.83669  -7.27653
H  0.04454  -1.30593  -7.14418
H  0.58121  -2.67808  -5.06709
H  1.11690  -1.66677  -3.05185
H  -1.10802  1.23299  4.02417
H  -2.35606  1.60222  6.19177
H  -4.84034  1.62364  6.16975
H  -6.05044  1.36390  3.90980
H  -4.80188  1.13376  1.87330
H  -2.58818  4.10911  0.65979
H  -1.13849  6.18218  0.56484
H  1.17890  5.94179  1.66391
H  2.01888  3.99567  2.61816
H  0.39572  1.98775  2.85223
O  1.43637  -5.64862  -1.06957
C  0.98116  -4.49791  -1.64122
O  1.76707  -3.62134  -2.03983
C  -0.47174  -4.43377  -1.64563
C  -1.23033  -5.57648  -1.43359
C  -2.63922  -5.47384  -1.44563
C  -3.19605  -4.18737  -1.64752
C  -2.32440  -3.05652  -1.69737
N  -1.00595  -3.19256  -1.82929
C  -2.93654  -1.64766  -1.63147
O  -4.17840  -1.52985  -1.50162
O  -2.09481  -0.67233  -1.50930
H  2.38707  -5.61615  -1.26427
H  -0.67525  -6.54016  -1.34647
H  -3.26229  -6.36216  -1.19280
H  -4.28121  -3.92826  -1.65837
O  1.60929  -0.55597  5.40910
C  1.95639  -1.88443  5.10942
C  1.55802  -2.23448  3.63799
C  1.95782  -3.77454  3.42757
O  3.17212  -4.02950  4.14171
C  2.36758  -1.37233  2.79196
Se  2.43769  -1.91865  0.84399
C  0.04498  -2.14260  3.52146
Se  -0.75462  -2.98691  1.93926
H  1.91702  -0.36291  6.32757
H  1.45422  -2.60031  5.77414
H  3.04053  -2.05330  5.24023
H  2.02117  -3.93803  2.39235
H  1.04200  -4.27352  3.87537
H  3.31671  -4.96946  4.17723
H  3.41200  -1.50935  3.03632
H  2.10381  -0.26444  2.85654
H  -0.33297  -1.09831  3.60309
H  -0.42590  -2.69860  4.30680

## Properties
- charge = -2
- HOMO level (eV) = -0.732
- frontier orbital gap (eV) = 5.021

Here are the Mulliken charges for atoms 1 to 6, given in e: number 1, Bi, carries 1.772; number 2, O, carries 0.064; number 3, C, carries 3.038; number 4, C, carries -3.125; number 5, C, carries -0.505; number 6, C, carries -0.670

=====

Which is the most stable structure? entry one is the most stable.

=====

Entry one
Entry from the Open Molecules 2025 dataset: a 2-piece molecular cluster, C4H12OS overall (ωB97M-V with the def2-TZVPD basis set).

Cartesian coordinates (Å):
C  4.32705  -2.30668  -1.40954
C  3.02841  -1.76917  -0.96843
S  2.01247  -3.15349  -1.14333
H  4.37354  -2.93281  -2.32966
H  4.70366  -3.15728  -0.80773
H  5.16496  -1.55630  -1.45122
H  3.15453  -1.30675  0.01781
H  2.80794  -0.82898  -1.49341
H  1.84864  -3.35890  0.13821
C  -3.07511  2.75329  0.85246
O  -4.01517  3.80272  1.42014
C  -3.74017  1.43392  0.82171
H  -2.70016  3.17127  -0.11291
H  -2.16628  2.75168  1.55041
H  -3.97126  3.59080  2.41426
H  -3.91456  1.00684  1.87399
H  -4.68351  1.27439  0.28316
H  -3.15499  0.58543  0.34408

## Properties
- structure (SMILES) = CCO.CCS
- HOMO level (eV) = -8.982
- frontier orbital gap (eV) = 9.693

Here are the Mulliken charges for atoms 1 to 6, given in e: number 1, C, carries -1.098; number 2, C, carries -0.248; number 3, S, carries -0.240; number 4, H, carries 0.334; number 5, H, carries 0.321; number 6, H, carries 0.279

=====

Entry two
Entry from the Open Molecules 2025 dataset: a 2-piece molecular cluster, C4H12OS overall (ωB97M-V with the def2-TZVPD basis set).

Cartesian coordinates (Å):
C  0.16543  -2.81256  -0.05864
S  -0.04105  -1.41464  -1.19185
C  -1.73587  -0.92244  -0.79008
H  -0.02275  -3.72217  -0.61572
H  -0.48019  -2.69440  0.80481
H  1.18546  -2.81824  0.32362
H  -1.83751  -0.72438  0.27130
H  -1.97790  -0.10958  -1.47297
H  -2.41216  -1.73915  -1.07640
C  1.42256  1.84539  0.24483
O  1.57715  0.54788  0.77835
C  0.06454  2.47493  0.61691
H  2.23606  2.42696  0.67168
H  1.53052  1.82393  -0.85275
H  1.09627  -0.05778  0.18723
H  -0.68016  1.69763  0.76079
H  0.16935  3.02236  1.55881
H  -0.25975  3.17624  -0.15992

## Properties
- structure (SMILES) = CCO.CSC
- HOMO level (eV) = -8.963
- frontier orbital gap (eV) = 9.798

Here are the Mulliken charges for atoms 1 to 6, given in e: number 1, C, carries -0.782; number 2, S, carries -0.105; number 3, C, carries -0.817; number 4, H, carries 0.302; number 5, H, carries 0.265; number 6, H, carries 0.313

=====

Which is the most stable structure? entry two is the most stable.

=====

Entry one
Entry from the Open Molecules 2025 dataset: a 2-piece molecular cluster, CHN2O4 overall (ωB97M-V with the def2-TZVPD basis set).

Cartesian coordinates (Å):
C  1.32094  -0.59007  0.11583
N  0.52758  0.37822  -0.52085
N  -1.64427  0.21768  -0.06904
O  2.46914  -0.06869  0.01584
O  0.93997  -1.65951  0.53950
O  -2.26612  -0.50304  -0.78971
O  -1.99850  0.91952  0.83791
H  0.65125  1.30589  -0.12948

## Properties
- charge = -1
- HOMO level (spin up / spin down) (eV) = -4.889 / -4.556
- frontier orbital gap (spin up / spin down) (eV) = 8.706 / 7.615

Here are the Mulliken charges for atoms 1 to 6, given in e: number 1, C, carries 0.717; number 2, N, carries -0.390; number 3, N, carries 0.669; number 4, O, carries -0.641; number 5, O, carries -0.668; number 6, O, carries -0.476

=====

Entry two
Entry from the Open Molecules 2025 dataset: a 2-piece molecular cluster, CHN2O4 overall (ωB97M-V with the def2-TZVPD basis set).

Cartesian coordinates (Å):
C  1.75763  -1.62684  0.56440
N  1.03506  -0.77818  -0.05908
N  -1.39799  1.20590  -0.11533
O  1.09782  -2.25050  -0.47469
O  2.52885  -1.92995  1.42700
O  -1.33822  2.17324  0.62494
O  -2.30235  0.96017  -0.89569
H  -0.57921  0.52234  -0.07382

## Properties
- charge = -1
- HOMO level (eV) = -3.668
- frontier orbital gap (eV) = 7.301

Here are the Mulliken charges for atoms 1 to 6, given in e: number 1, C, carries 0.769; number 2, N, carries -0.748; number 3, N, carries 0.670; number 4, O, carries -0.446; number 5, O, carries -0.649; number 6, O, carries -0.502

=====

Which is the most stable structure? entry one is the most stable.

=====

Entry one
Entry from the Open Molecules 2025 dataset: CH5ClN2 as an isolated structure (ωB97M-V with the def2-TZVPD basis set).

Cartesian coordinates (Å):
C  -0.38816  -1.18094  0.13669
N  -0.25454  1.51642  -0.22601
N  0.47758  -0.03673  0.50224
Cl  2.08260  -0.18968  -0.18475
H  0.22376  -2.00403  -0.11473
H  -1.18334  -1.32653  0.84111
H  -0.84257  -0.82364  -0.76065
H  -0.48474  2.01684  0.63410
H  0.36940  2.02829  -0.82800

## Properties
- HOMO level (eV) = -9.137
- frontier orbital gap (eV) = 9.515

Here are the Mulliken charges for atoms 1 to 6, given in e: number 1, C, carries -0.669; number 2, N, carries -0.455; number 3, N, carries -0.156; number 4, Cl, carries -0.108; number 5, H, carries 0.320; number 6, H, carries 0.260

=====

Entry two
Entry from the Open Molecules 2025 dataset: one molecule with the formula CH5ClN2 (ωB97M-V with the def2-TZVPD basis set).

Cartesian coordinates (Å):
C  0.90999  -0.46883  0.01875
N  0.15360  0.68290  0.43158
N  -1.19351  0.86775  -0.30602
Cl  -2.28026  -0.52360  0.01230
H  2.00521  -0.21571  0.27875
H  0.60529  -1.41710  0.50359
H  0.49025  -0.39024  -1.05614
H  0.07303  0.78873  1.41552
H  -0.76361  0.67611  -1.29834

## Properties
- structure (SMILES) = CNNCl
- HOMO level (eV) = -9.527
- frontier orbital gap (eV) = 10.318

Here are the Mulliken charges for atoms 1 to 6, given in e: number 1, C, carries -0.524; number 2, N, carries -0.281; number 3, N, carries -0.307; number 4, Cl, carries -0.108; number 5, H, carries 0.245; number 6, H, carries 0.241

=====

Which is the most stable structure? entry two is the most stable.